2 unconnected molecules or ions with the total composition C5H11O2, computed with wB97M-V/def2-TZVPD.

Each line ends with the Mulliken charge.
Positions of all 18 atoms, in Å:
O: 1.142 1.141 1.412  -0.7015
O: -0.960 0.802 1.814  -0.7174
C: -1.629 1.913 -0.834  -1.0724
C: -0.047 1.123 1.085  0.3524
C: 1.090 -1.384 0.407  -0.6594
C: -0.242 1.886 -0.271  -0.2875
C: 0.846 -2.803 -0.207  -0.9019
H: 0.693 -1.262 1.504  0.2964
H: 0.142 2.837 -0.060  0.4097
H: -2.299 2.735 -0.564  0.2868
H: 1.247 -3.023 -1.175  0.3164
H: 0.488 -0.697 -0.123  0.0072
H: -0.329 -2.860 -0.227  0.2089
H: 2.099 -1.130 0.391  0.3842
H: 1.192 -3.509 0.591  0.2573
H: -1.563 1.812 -1.863  0.3871
H: -2.349 1.001 -0.776  0.2577
H: 0.476 1.417 -1.104  0.1760

## Properties
- ΔE to the lowest compared entry with this formula, charge and spin: 38.6 kcal/mol
- LUMO: 4.00 eV
- Kohn-Sham gap: 7.681 eV
- Net charge: -1